12
Properties=species:S:1:pos:R:3 method="wB97M-V/def2-TZVPD" total_charge=0 gap_ev=9.52 relative_energy_kj_mol=282.34 homo_energy_ev=-9.27
S 0.0713 -1.4644 -0.1756
O 0.3390 1.0229 -1.4534
O 1.7709 0.5830 1.6520
N 1.5292 2.1384 -0.0617
N 0.9859 2.2332 -1.1943
C 0.5163 0.2361 -0.3489
C 1.3003 0.9311 0.4903
C -1.7277 -1.3381 -0.1828
H 1.4827 -0.3399 1.8150
H -2.1088 -2.3522 -0.2225
H -2.0775 -0.7563 -1.0524
H -2.0816 -0.8939 0.7342

***

12
Properties=species:S:1:pos:R:3 method="wB97M-V/def2-TZVPD" total_charge=0 gap_ev=8.64 relative_energy_kj_mol=499.62 homo_energy_ev=-9.26
S 2.4243 -0.9449 0.7689
O -0.2484 -2.1307 -0.8067
O 3.2972 0.3017 0.0716
N 2.6618 1.1645 -0.7315
N 1.4742 0.9574 -0.9374
C 0.6832 -1.4314 -0.9951
C 0.7516 0.0039 -0.3398
C -0.3696 0.4968 0.4373
H -0.1138 0.4070 1.5241
H -0.4324 1.5108 0.0787
H 1.5029 -1.6071 -1.7383
H -1.1163 -0.2427 0.2261

***

12
Properties=species:S:1:pos:R:3 method="wB97M-V/def2-TZVPD" total_charge=0 gap_ev="7.40 / 8.44" relative_energy_kj_mol=431.25 homo_energy_ev="-8.26 / -8.80"
O 0.0908 -0.2108 1.4620
O 0.1048 -2.2032 0.4615
O 0.3542 0.5514 -2.3773
N -1.0982 0.7994 -0.5490
N 3.3597 -1.4121 1.3645
C 2.2731 -1.2870 1.0800
C 0.9115 -1.0599 0.6110
C -0.1152 0.3615 -1.2865
H 0.7527 -2.8808 0.0638
H -0.7588 0.5453 0.4088
H -0.3179 -0.8129 2.1388
H -1.4270 1.6904 -0.8078

***

12
Properties=species:S:1:pos:R:3 method="wB97M-V/def2-TZVPD" total_charge=0 gap_ev=9.32 relative_energy_kj_mol=402.57 homo_energy_ev=-8.95
O -1.1099 -0.9924 1.5502
O 0.2902 2.5396 -0.6000
O -0.9605 0.9367 0.2889
N -1.0418 -0.5110 0.2596
N 0.5614 -2.1739 -0.3168
C 0.8851 0.1997 -0.8963
C 0.1392 1.2536 -0.4452
C 0.2436 -0.9548 -0.3375
H -0.1123 -2.7442 0.1578
H -0.4228 3.0309 -0.1158
H -0.2441 -0.8250 1.9545
H 1.7719 0.2407 -1.4992

***

12
Properties=species:S:1:pos:R:3 method="wB97M-V/def2-TZVPD" total_charge=0 gap_ev=8.88 relative_energy_kj_mol=509.86 homo_energy_ev=-10.09
O 0.2117 2.4705 -1.2436
O -1.6246 -1.0512 -0.5562
O 1.9131 0.4836 -1.5602
N -0.2880 -0.1963 1.1057
N 0.5293 0.5108 0.2222
C 1.2348 -0.1542 -0.7974
C -1.1788 -1.2273 0.5327
C -0.1482 1.7645 -0.3460
H -1.5721 -2.1307 1.2498
H 0.7665 -1.1042 1.8970
H 1.1153 -1.2815 -0.9668
H -0.9590 1.9159 0.4629

***

12
Properties=species:S:1:pos:R:3 method="wB97M-V/def2-TZVPD" total_charge=0 gap_ev=11.51 relative_energy_kj_mol=378.71 homo_energy_ev=-11.97
O 1.1669 -1.0653 1.3722
O 1.6855 -1.3902 -0.6946
O -0.1864 0.0091 -1.6221
N 1.0799 2.4634 0.3014
N 1.0502 -0.8801 0.1946
C 0.0086 0.1550 -0.2671
C 0.6179 1.4459 0.0710
C -1.2760 -0.0495 0.5278
H -1.9642 0.7637 0.3133
H -1.7366 -0.9872 0.2257
H -1.0547 -0.0690 1.5922
H 0.6091 -0.3957 -2.0145

***

12
Properties=species:S:1:pos:R:3 method="wB97M-V/def2-TZVPD" total_charge=0 gap_ev=9.84 relative_energy_kj_mol=519.25 homo_energy_ev=-9.40
O 2.9051 0.7001 0.2702
O -0.4723 0.7879 0.9763
O 0.5444 -0.1078 -1.0745
N -1.6938 0.3044 0.5724
N -0.6379 -0.9207 -1.2077
C -1.7224 -0.5219 -0.4121
C 0.5903 0.0690 0.3975
C 1.8297 0.8208 0.7880
H 0.6264 -0.9349 0.7858
H -0.8305 -0.8809 -2.1265
H -2.7939 -0.7812 -0.6199
H 1.6551 1.4653 1.6507

***

12
Properties=species:S:1:pos:R:3 method="wB97M-V/def2-TZVPD" total_charge=0 gap_ev=8.58 relative_energy_kj_mol=686.88 homo_energy_ev=-8.08
O 0.3694 2.2293 -0.0672
O -2.9725 -0.2753 0.2702
O -0.0289 -1.4726 -0.3788
N -1.7107 0.3865 -0.2330
N 1.2979 -1.3024 0.2086
C 0.5407 0.8376 -0.2137
C 1.6355 0.0600 0.1759
C -0.5036 -0.1767 -0.5275
H 2.6740 0.5865 0.6495
H -0.6705 2.3377 -0.0786
H 2.0121 -2.0732 -0.2517
H -2.6435 -1.1374 0.4463

***

12
Properties=species:S:1:pos:R:3 method="wB97M-V/def2-TZVPD" total_charge=0 gap_ev=11.16 relative_energy_kj_mol=479.52 homo_energy_ev=-11.28
O -1.0011 -2.0699 2.4878
O -0.8898 -2.4725 0.4163
O -0.3953 1.0971 -0.6295
N 2.2993 -1.2555 2.6184
N -0.6772 -1.7883 1.3596
C 0.2041 -0.4531 1.2977
C 1.3626 -0.8717 2.0387
C 0.3698 -0.0475 -0.1950
H 1.3884 0.1596 -0.4940
H 0.0998 1.7749 -1.0987
H -0.5106 0.1880 1.7726
H -0.1616 -0.8377 -0.7977

***

13
Properties=species:S:1:pos:R:3 method="wB97M-V/def2-TZVPD" total_charge=0 gap_ev=10.86 relative_energy_kj_mol=412.47 homo_energy_ev=-10.23
O -1.6609 1.0800 0.0108
O -3.1719 -0.5953 0.0509
O 1.2143 -0.5600 -0.7573
O -1.0323 -0.8733 -0.7406
N -0.0247 -0.0234 -0.9918
N 0.2897 2.2302 -0.0627
C -2.0644 -0.1741 -0.1687
C -0.3721 1.1894 -0.3269
C 1.3679 -0.9925 0.6161
H 1.1765 -0.1333 1.2776
H 2.3385 -1.4132 0.7138
H 1.2840 2.0582 -0.3832
H 0.6554 -1.7929 0.7617

***

13
Properties=species:S:1:pos:R:3 method="wB97M-V/def2-TZVPD" total_charge=0 gap_ev=9.02 relative_energy_kj_mol=332.21 homo_energy_ev=-9.25
O 1.4255 -1.5600 0.2197
O 3.5006 -0.6701 -0.0579
O 0.8108 0.5620 -1.0828
O 0.9653 2.4784 0.0640
N 0.3457 1.4265 -0.2494
N -1.2489 -1.0644 -0.3703
C 2.4454 -1.0668 0.0533
C -1.5659 -0.0017 0.3245
C -0.8672 1.1886 0.3906
H -1.7221 -2.0236 -0.3386
H -1.2985 1.9135 0.9964
H -0.3762 -1.1718 -0.9089
H -2.4145 -0.0107 0.9594

***

11
Properties=species:S:1:pos:R:3 method="wB97M-V/def2-TZVPD" total_charge=0 gap_ev="8.49 / 8.48" relative_energy_kj_mol=482.84 homo_energy_ev="-8.08 / -8.08"
S -0.6534 2.8740 0.4635
O 1.0930 -0.8447 1.8254
N 0.6801 -1.5029 -1.0809
N -2.7175 1.0076 0.2594
C -1.7343 1.7017 0.2948
C 0.8033 -0.2500 0.6960
C 1.2859 -0.4643 -0.6804
H -2.9937 0.2555 -0.3501
H 1.7826 0.4603 -1.1859
H 0.5898 -1.7645 -2.0444
H 1.8644 -1.4727 1.8027

***

11
Properties=species:S:1:pos:R:3 method="wB97M-V/def2-TZVPD" total_charge=0 gap_ev=9.20 relative_energy_kj_mol=378.07 homo_energy_ev=-9.36
S -2.7159 0.5852 0.8883
O 1.9027 1.4870 -0.7333
N -0.5142 -0.5969 -0.4262
N -0.3325 0.8439 -0.6227
C -1.3901 0.3400 0.0697
C 0.7564 1.6725 -0.4268
C 0.3104 -1.5626 0.2227
H 0.6231 -2.3891 -0.4897
H 1.2983 -1.1078 0.6678
H 0.3289 2.7201 -0.1939
H -0.2670 -1.9922 1.0440

***

10
Properties=species:S:1:pos:R:3 method="wB97M-V/def2-TZVPD" total_charge=0 gap_ev=10.08 relative_energy_kj_mol=96.27 homo_energy_ev=-9.41
S 2.3854 -0.0587 -0.1645
N -1.4312 -0.8263 -0.0498
N -0.1354 -1.1385 -0.2133
C -0.2046 1.0294 -0.0987
C 0.6495 -0.0378 -0.2519
C -1.4995 0.4944 -0.1095
H 0.0846 2.0518 -0.1680
H -2.4264 0.9712 -0.0211
H 0.1278 -2.1036 -0.0873
H 2.4498 -0.3818 1.1641

***

11
Properties=species:S:1:pos:R:3 method="wB97M-V/def2-TZVPD" total_charge=0 gap_ev=8.34 relative_energy_kj_mol=133.85 homo_energy_ev=-8.66
S 0.7443 0.3314 -1.9313
S -1.5153 1.4629 1.6534
N -0.4478 -0.7005 0.7210
N 0.8000 -1.2236 -1.3109
C -0.5599 0.6387 0.5251
C 0.2504 -1.5484 -0.2233
C 0.4430 1.2619 -0.4477
H -0.0385 2.1952 -0.6845
H 1.3354 1.4396 0.3107
H -1.0636 -1.2188 1.4037
H 0.0520 -2.6384 -0.0163

***

12
Properties=species:S:1:pos:R:3 method="wB97M-V/def2-TZVPD" total_charge=0 gap_ev=7.87 relative_energy_kj_mol=328.09 homo_energy_ev=-8.35
S 3.0150 0.7670 0.4688
S 1.6723 -1.7784 -0.3438
S -1.3187 -0.8868 1.0862
N -0.2636 1.2189 -0.0498
N -1.1322 0.8823 -0.8492
C -0.0134 0.4732 1.0565
C -1.9888 -0.1289 -0.3825
C 1.7844 -0.3372 0.2787
H 3.7416 0.2087 -0.4223
H -2.1521 -0.9698 -1.1652
H -2.9862 0.2960 -0.1765
H 0.3293 1.0050 1.9989

***

10
Properties=species:S:1:pos:R:3 method="wB97M-V/def2-TZVPD" total_charge=+1 gap_ev="7.09 / 7.68" multiplicity=3 relative_energy_kj_mol=350.39 homo_energy_ev="-13.23 / -16.38" s_squared=2.047
N -0.5598 -1.0918 -0.0626
N -1.1091 0.1313 -0.0517
N -2.2165 0.5737 -0.1027
C 1.4776 0.2256 -0.0393
C 0.7111 1.2543 0.0265
C 0.7363 -1.1093 -0.0678
H 1.3016 -2.0930 0.0754
H -3.0193 0.0740 -0.0965
H 2.4994 -0.0968 0.1138
H 0.1788 2.1319 0.2049

***

11
Properties=species:S:1:pos:R:3 method="wB97M-V/def2-TZVPD" total_charge=+1 gap_ev=7.17 relative_energy_kj_mol=262.53 homo_energy_ev=-13.35
O -1.8929 -2.0388 0.5985
N -1.8995 1.3315 1.0584
N -2.1441 0.3570 0.4394
N -0.0546 -0.9675 -0.3121
C -1.3050 -1.0896 0.2239
C 2.0970 0.4974 -0.4636
C 0.9366 -0.2935 -0.3927
H -3.0539 -0.0805 0.0599
H 2.0889 1.1838 0.4490
H 2.1370 1.1301 -1.3880
H 3.0904 -0.0298 -0.2728

***

11
Properties=species:S:1:pos:R:3 method="wB97M-V/def2-TZVPD" total_charge=0 gap_ev=11.20 relative_energy_kj_mol=243.29 homo_energy_ev=-10.16
N -0.1934 -0.8319 -0.1883
N 2.9437 -0.7653 0.2586
N -1.3539 -1.2931 0.1236
N -0.0635 0.4510 -0.3296
C -1.3217 0.8596 -0.1559
C 2.9829 0.3791 0.1375
C -2.0970 -0.2344 0.2280
H 3.2022 1.3966 0.0159
H -1.5011 1.8731 -0.2470
H 0.5455 -1.4759 -0.3991
H -3.1437 -0.3589 0.5564

***

11
Properties=species:S:1:pos:R:3 method="wB97M-V/def2-TZVPD" total_charge=0 gap_ev=10.14 relative_energy_kj_mol=388.86 homo_energy_ev=-9.45
N 0.2586 -0.0385 -0.7651
N -0.1743 -1.2586 -2.4730
N 0.9392 0.8041 1.5101
N 0.6879 -0.4704 -2.0135
C 1.2980 0.9125 0.3537
C -1.2135 -1.2947 -1.6313
C -0.9854 -0.5367 -0.5265
H -1.6550 -0.6499 0.3147
H 2.0644 1.4637 -0.0508
H -2.0268 -1.9899 -1.6950
H 1.4083 1.3766 2.1411